# 1
The following is a quantum chemistry calculation of a cluster of 2 separate species, C3H9O3P in total in a non-equilibrium geometry, from the Open Molecules 2025 dataset.

ORCA input file:
```
! RIJCOSX wB97M-V def2-TZVPD def2/J DEFGRID3
* xyz 0 1
C -1.614 -0.904 -0.186
C -1.612 0.510 0.480
C 2.107 0.002 -0.208
O 1.839 -0.330 1.109
O 2.190 -1.100 -1.075
O -0.430 1.245 0.412
P 0.408 1.723 -0.957
H -1.250 -0.805 -1.144
H -1.110 -1.671 0.318
H -2.579 -1.435 -0.158
H -1.932 0.415 1.511
H -2.403 0.983 -0.101
H 3.113 0.424 -0.396
H 0.859 -0.039 1.182
H 1.717 -1.882 -0.650
H 0.697 2.864 -0.137
*
```

The value obtained for the gap between HOMO and LUMO is 8.3 eV. The highest occupied orbital energy comes out at -0.2974 Ha.

=====

# 2
The following is a quantum chemistry calculation of a cluster of 2 separate species, C3H9O3P2 in total in a non-equilibrium geometry, from the Open Molecules 2025 dataset.

ORCA input file:
```
! RIJCOSX wB97M-V def2-TZVPD def2/J DEFGRID3
* xyz -1 1
C -0.265 1.645 1.081
C -2.283 -1.026 -0.371
C 0.040 0.447 0.211
O 2.792 -1.125 0.075
O 0.151 -2.132 -0.282
O 2.778 1.033 -1.153
P -0.724 -1.127 0.684
P 2.524 0.325 0.355
H -0.169 1.372 2.131
H -1.276 2.045 0.926
H 0.449 2.441 0.871
H -2.730 -2.013 -0.492
H -2.059 -0.605 -1.354
H -2.993 -0.376 0.148
H -0.095 0.651 -0.859
H 1.086 -1.859 -0.188
H 2.775 0.304 -1.782
*
```

The value obtained for the gap between HOMO and LUMO is 7.2 eV. The highest occupied orbital energy comes out at -0.1127 Ha.

=====

# 3
The following is a quantum chemistry calculation of a structure of composition C3H9O3Pd in a non-equilibrium geometry, from the Open Molecules 2025 dataset.

ORCA input file:
```
! RIJCOSX wB97M-V def2-TZVPD def2/J DEFGRID3
* xyz 0 4
Pd 1.349 5.679 0.193
O 0.517 4.767 -1.670
H -0.261 4.244 -1.460
C 0.045 5.796 2.780
O 1.097 5.390 1.923
C 1.760 4.187 2.311
C 2.941 3.976 1.380
H -0.492 6.608 2.278
H -0.641 4.955 2.964
H 0.466 6.156 3.730
H 1.038 3.360 2.211
H 2.086 4.283 3.358
H 3.336 2.963 1.578
H 3.749 4.681 1.653
O 2.542 4.117 0.051
H 1.360 4.179 -1.192
*
```

The value obtained for the gap between HOMO and LUMO (alpha / beta) is 5.2 / 8.2 eV. The highest occupied orbital energy (alpha / beta) comes out at -0.1701 / -0.3469 Ha. The expectation value of S² is 3.755.

=====

# 4
The following is a quantum chemistry calculation of a cluster of 3 separate species, C3H9O4S in total in a non-equilibrium geometry, from the Open Molecules 2025 dataset.

ORCA input file:
```
! RIJCOSX wB97M-V def2-TZVPD def2/J DEFGRID3
* xyz -1 1
O 0.626 -0.574 1.644
C 0.195 0.389 0.947
O -0.358 1.418 1.377
C 0.482 0.155 -0.569
C -0.455 -0.446 -1.534
S 0.379 -0.240 -3.261
H 1.451 -0.380 -0.628
H 0.721 1.219 -0.777
H -1.390 0.140 -1.532
H -0.638 -1.504 -1.486
H 0.495 1.091 -3.009
H -2.664 -1.636 0.549
H -2.477 -2.087 2.056
O -2.880 -2.294 1.219
H 1.905 2.283 1.810
H 2.033 0.829 1.637
O 2.574 1.637 1.558
*
```

The value obtained for the gap between HOMO and LUMO is 7.7 eV. The highest occupied orbital energy comes out at -0.1720 Ha.

=====

# 5
The following is a quantum chemistry calculation of a cluster of 3 separate species, C3H9O4S in total in a non-equilibrium geometry, from the Open Molecules 2025 dataset.

ORCA input file:
```
! RIJCOSX wB97M-V def2-TZVPD def2/J DEFGRID3
* xyz -1 1
O -0.287 1.223 0.916
C 0.171 0.053 0.784
O -0.200 -0.912 1.424
C 0.979 -0.046 -0.573
C 1.315 -1.391 -0.949
S 1.505 -1.620 -2.943
H 1.776 0.626 -0.275
H 0.363 0.420 -1.178
H 0.646 -2.259 -0.867
H 2.356 -1.570 -0.492
H 0.320 -1.016 -3.315
H 0.489 1.670 2.360
H 0.645 3.152 2.347
O 1.131 2.355 2.619
H -3.755 -0.927 -0.045
H -3.352 0.309 0.273
O -4.102 -0.066 -0.084
*
```

The value obtained for the gap between HOMO and LUMO is 8.1 eV. The highest occupied orbital energy comes out at -0.1836 Ha.

=====

# 6
The following is a quantum chemistry calculation of a structure of composition C3H9O4SSi in a non-equilibrium geometry, from the Open Molecules 2025 dataset.

ORCA input file:
```
! RIJCOSX wB97M-V def2-TZVPD def2/J DEFGRID3
* xyz -1 1
C -2.185 -0.498 0.343
C -0.759 -1.024 0.449
C 0.225 -0.265 -0.446
O 2.668 0.170 -1.162
O 2.112 -0.084 1.236
O 2.249 -1.937 -0.064
O 0.852 2.377 0.811
Si 0.363 1.763 -0.501
S 1.838 -0.574 -0.207
H -2.872 -1.168 0.739
H -2.318 0.538 0.835
H -2.480 -0.350 -0.652
H -0.405 -1.004 1.557
H -0.838 -2.094 0.239
H -0.130 -0.677 -1.936
H 1.889 0.900 1.246
H 0.857 1.895 -1.812
H -1.066 2.031 -0.677
*
```

The value obtained for the gap between HOMO and LUMO is 8.8 eV. The highest occupied orbital energy comes out at -0.1972 Ha.

=====

| no. | E (eV) |
| --- | --- |
| 1 | -18685.1718 |
| 2 | -27979.4627 |
| 3 | -12871.5478 |
| 4 | -22283.7736 |
| 5 | -22282.9204 |
| 6 | -30159.8250 |